Entry from the Open Molecules 2025 dataset: an isolated molecule of C19H19N11O (ωB97M-V with the def2-TZVPD basis set).

Structure (XYZ):
```
50
Properties=species:S:1:pos:R:3:mulliken_charge:R:1
C 0.574 -0.810 2.471 -1.733
C 0.412 -0.303 1.065 0.150
N -1.029 -0.164 0.791 0.446
C -1.837 0.583 1.559 0.236
N -2.729 -0.197 2.127 -0.745
C -3.588 0.382 2.965 -0.521
N -3.585 1.647 3.278 -0.669
C -2.745 2.371 2.583 0.460
N -2.897 3.671 2.848 -0.411
C -1.836 1.945 1.664 0.200
C -1.043 2.776 0.796 0.633
N -0.739 4.028 0.988 -0.405
N -0.129 4.472 -0.128 -0.634
N 0.042 3.513 -0.990 -0.452
N -0.573 2.475 -0.417 0.524
C 1.151 -1.323 0.143 -0.819
N 2.619 -1.196 0.317 -0.654
N 3.156 0.000 -0.210 0.260
C 4.217 0.768 0.251 -0.440
C 4.351 1.833 -0.650 -0.678
C 3.293 1.701 -1.650 -0.456
C 2.591 0.562 -1.337 0.334
C 1.457 -0.153 -1.981 0.361
O 1.119 0.193 -3.115 -0.646
N 0.865 -1.225 -1.286 0.574
C 0.023 -2.139 -1.891 -0.214
C 0.384 -3.506 -2.113 -0.138
C -0.493 -4.363 -2.768 -0.697
C -1.729 -3.927 -3.222 -0.429
C -2.115 -2.605 -2.988 -0.913
C -1.234 -1.713 -2.320 0.332
H 1.633 -1.098 2.659 0.487
H -0.046 -1.681 2.699 0.330
H 0.356 0.005 3.177 0.377
H 0.902 0.678 0.963 0.107
H -1.513 -1.047 0.655 0.415
H -4.334 -0.271 3.406 0.408
H -2.129 4.230 2.533 0.305
H -3.373 3.869 3.709 0.269
H -0.699 1.560 -0.811 0.260
H 0.833 -2.319 0.388 0.672
H 3.100 -1.979 -0.133 0.416
H 4.829 0.585 1.121 0.451
H 5.095 2.646 -0.643 0.400
H 3.130 2.344 -2.528 0.457
H 1.373 -3.843 -1.786 0.392
H -0.149 -5.382 -2.947 0.367
H -2.351 -4.635 -3.760 0.392
H -3.113 -2.303 -3.320 0.373
H -1.497 -0.657 -2.163 0.265
```

Properties
- energy relative to the best compared isomer or geometry (same formula, charge and spin) (eV) = 0.000
- E_tot (hartree) = -1412.953752
- LUMO (eV) = 0.44
- E_HOMO (eV) = -8.9
- structure (SMILES) = C[C@H](Nc1ncnc(N)c1-c1nnn[nH]1)[C@@H]1Nn2cccc2C(=O)N1c1ccccc1



Entry from the Open Molecules 2025 dataset: C37H38AsIIrN2O9P2 as an isolated structure (ωB97M-V with the def2-TZVPD basis set).

Structure (XYZ):
```
91
Properties=species:S:1:pos:R:3:mulliken_charge:R:1
Ir 0.217 -0.265 0.301 2.692
C -1.937 -3.273 -1.271 -1.542
C -3.299 -3.442 -1.951 -0.893
As -3.462 -2.879 -3.860 0.767
C -4.244 -1.079 -3.803 0.793
C -3.712 -0.035 -4.543 -0.580
C -4.337 1.203 -4.545 -0.507
C -5.507 1.384 -3.826 -0.735
C -6.048 0.335 -3.101 -0.772
C -5.422 -0.900 -3.089 -0.626
C -5.062 -3.762 -4.557 0.386
C -5.530 -3.257 -5.773 -0.306
C -6.744 -3.682 -6.274 -0.784
C -7.476 -4.637 -5.583 -0.474
C -6.994 -5.163 -4.393 -0.668
C -5.770 -4.755 -3.891 -0.201
P -1.327 -1.530 -1.151 -0.547
C -2.789 -0.682 -0.486 1.817
C -3.384 0.445 -1.035 -0.155
C -4.374 1.106 -0.325 -1.022
C -4.758 0.660 0.929 -1.169
C -4.152 -0.457 1.487 -0.825
C -3.163 -1.122 0.789 -1.216
C -0.925 -1.085 -2.872 1.350
C -0.665 -2.045 -3.862 -0.705
C -0.228 -1.652 -5.123 -0.613
C -0.019 -0.310 -5.404 -0.875
C -0.217 0.639 -4.411 -0.866
C -0.651 0.253 -3.155 0.150
H -1.158 -3.862 -1.762 0.729
H -2.012 -3.662 -0.252 0.727
H -4.065 -2.897 -1.389 0.481
H -3.539 -4.510 -1.926 0.623
H -2.816 -0.198 -5.128 0.666
H -3.919 2.009 -5.130 0.553
H -6.013 2.336 -3.850 0.483
H -6.964 0.466 -2.545 0.468
H -5.864 -1.724 -2.542 0.430
H -4.945 -2.521 -6.317 0.421
H -7.108 -3.280 -7.206 0.428
H -8.408 -4.996 -5.990 0.417
H -7.567 -5.900 -3.852 0.434
H -5.394 -5.186 -2.973 0.322
H -3.084 0.783 -2.014 0.215
H -4.844 1.974 -0.761 0.731
H -5.525 1.188 1.476 0.480
H -4.445 -0.801 2.467 0.502
H -2.667 -1.972 1.242 0.347
H -0.681 -3.103 -3.628 0.603
H -0.025 -2.398 -5.877 0.526
H 0.324 0.003 -6.378 0.467
H -0.036 1.685 -4.610 0.560
H -0.747 0.998 -2.377 -0.111
C -2.216 3.674 -1.519 -0.729
O -1.054 2.908 -1.243 -0.509
P -0.787 2.141 0.160 0.553
O -1.379 3.309 1.083 -0.285
C -1.773 3.369 2.443 -0.777
O 0.816 2.229 0.216 -0.369
C 1.590 3.429 0.062 -0.917
H -1.970 4.733 -1.441 0.369
H -3.006 3.448 -0.805 0.229
H -2.542 3.443 -2.534 0.256
H -2.415 2.529 2.707 0.257
H -2.332 4.299 2.559 0.398
H -0.910 3.405 3.106 0.360
H 2.001 3.477 -0.948 0.297
H 2.399 3.374 0.790 0.299
H 0.982 4.308 0.260 0.335
O -0.067 -1.465 2.270 -0.886
C -0.165 -0.399 2.914 0.349
O -0.336 0.685 2.285 -0.681
C -0.095 -0.326 4.397 0.367
C -0.342 0.919 4.968 -0.060
C -0.305 1.081 6.341 -0.288
C 0.015 0.022 7.178 -0.468
C 0.277 -1.208 6.589 -0.257
C 0.221 -1.407 5.215 -0.327
N 0.619 -2.355 7.452 1.070
O 0.742 -3.419 6.902 -0.609
O 0.744 -2.125 8.624 -0.593
N -0.616 2.404 6.884 1.061
O -0.523 2.552 8.071 -0.591
O -0.951 3.239 6.074 -0.610
H -0.571 1.763 4.337 0.117
H 0.060 0.142 8.253 0.614
H 0.425 -2.393 4.818 0.661
I 2.122 -2.502 -1.055 0.156
C 2.225 -0.417 -0.619 -1.137
H 2.331 0.142 -1.542 0.397
H 3.047 -0.250 0.067 0.572
```

Properties
- multiplicity = 6
- energy relative to the best compared isomer or geometry (same formula, charge and spin) (eV) = 0.807
- E_tot (hartree) = -5539.077898
- LUMO (spin up / spin down) (eV) = -4.89 / -8.73
- total charge = +2
- E_HOMO (spin up / spin down) (eV) = -12.9 / -14.0



Entry from the Open Molecules 2025 dataset: an isolated molecule of C3H8N2O2 (ωB97M-V with the def2-TZVPD basis set).

Structure (XYZ):
```
15
Properties=species:S:1:pos:R:3:mulliken_charge:R:1
C -1.150 0.395 -1.197 -0.521
C -0.510 -1.178 0.662 -1.149
N 0.448 1.303 0.181 -0.380
N -0.700 1.447 -0.547 0.037
C 1.027 -0.259 0.153 0.533
O 1.806 -0.302 1.293 -0.528
O 1.494 -0.647 -0.921 -0.732
H 2.643 -0.702 1.020 0.359
H 1.130 2.041 0.052 0.251
H -1.396 2.047 -0.110 0.290
H -0.444 -0.197 -1.760 0.443
H -2.212 0.345 -1.388 0.322
H 0.049 -2.073 0.924 0.361
H -0.836 -0.679 1.572 0.301
H -1.348 -1.543 0.066 0.413
```

Properties
- energy relative to the best compared isomer or geometry (same formula, charge and spin) (eV) = 5.345
- E_tot (hartree) = -378.944595
- LUMO (eV) = -0.19
- E_HOMO (eV) = -8.1



Entry from the Open Molecules 2025 dataset: a 5-piece molecular cluster, C45H95N5O5 overall (ωB97M-V with the def2-TZVPD basis set).

Structure (XYZ):
```
150
Properties=species:S:1:pos:R:3:mulliken_charge:R:1
C -19.132 -15.442 6.589 -1.508
C -20.036 -16.677 6.592 1.508
C -21.448 -16.309 6.957 -1.366
C -22.324 -15.728 5.752 -0.906
C -22.268 -16.818 4.603 -1.248
C -20.792 -17.226 4.244 2.174
N -19.953 -17.574 5.427 0.186
O -18.660 -17.844 5.147 -0.515
C -20.963 -18.469 3.452 -2.184
C -20.127 -16.157 3.282 -1.785
C -19.540 -17.513 7.800 -1.906
H -19.358 -14.929 5.654 0.384
H -18.105 -15.778 6.448 0.363
H -19.312 -14.635 7.300 0.366
H -21.985 -17.128 7.434 0.407
H -21.431 -15.411 7.574 0.503
H -21.856 -14.838 5.330 0.346
H -23.336 -15.423 6.017 0.456
H -22.796 -16.482 3.710 0.314
H -22.798 -17.724 4.900 0.502
H -21.517 -19.209 4.030 0.441
H -21.369 -18.376 2.444 0.436
H -19.984 -18.948 3.463 0.284
H -20.146 -15.116 3.606 0.334
H -19.060 -16.359 3.192 0.473
H -20.492 -16.081 2.258 0.322
H -19.780 -18.574 7.729 0.426
H -19.998 -17.064 8.681 0.454
H -18.456 -17.466 7.902 0.362
H -18.471 -18.728 5.473 0.356
C -21.265 -22.216 -8.050 -1.811
C -20.044 -21.652 -7.298 1.405
C -20.314 -21.808 -5.740 -0.907
C -20.063 -23.237 -5.285 0.287
C -18.650 -23.709 -5.697 -1.197
C -18.274 -23.594 -7.181 1.970
N -18.685 -22.220 -7.677 0.311
O -18.329 -21.944 -9.015 -0.483
C -16.707 -23.553 -7.311 -1.928
C -18.885 -24.762 -8.046 -1.777
C -19.872 -20.111 -7.658 -1.742
H -21.868 -22.893 -7.445 0.351
H -20.925 -22.828 -8.886 0.351
H -21.871 -21.415 -8.472 0.408
H -19.602 -21.108 -5.303 -0.272
H -21.294 -21.546 -5.341 0.398
H -20.793 -23.904 -5.743 0.112
H -20.241 -23.296 -4.211 0.011
H -18.612 -24.730 -5.315 -0.153
H -17.867 -23.167 -5.166 0.527
H -16.401 -23.880 -8.305 0.398
H -16.208 -22.607 -7.103 0.439
H -16.314 -24.163 -6.498 0.426
H -18.586 -25.747 -7.688 0.398
H -19.975 -24.737 -8.038 0.366
H -18.454 -24.746 -9.047 0.393
H -20.799 -19.574 -7.454 0.412
H -19.481 -19.793 -8.624 0.388
H -19.125 -19.691 -6.984 0.377
H -17.419 -21.698 -8.836 0.375
C -17.171 -20.401 -1.126 -1.569
C -18.318 -19.405 -0.776 1.473
C -18.857 -18.786 -2.125 -1.737
C -19.757 -19.815 -2.848 0.035
C -20.934 -20.107 -1.857 -1.305
C -20.495 -20.938 -0.653 2.467
N -19.393 -20.048 -0.030 1.117
O -18.900 -20.627 1.151 -0.567
C -21.679 -20.967 0.312 -2.091
C -20.133 -22.317 -1.124 -1.740
C -17.725 -18.225 0.003 -1.999
H -17.593 -21.233 -1.690 0.161
H -16.703 -20.813 -0.232 0.351
H -16.457 -19.930 -1.801 0.393
H -19.456 -17.879 -2.047 0.275
H -18.084 -18.587 -2.868 0.535
H -19.181 -20.706 -3.094 -0.185
H -20.123 -19.312 -3.744 0.519
H -21.549 -20.674 -2.556 0.510
H -21.385 -19.205 -1.443 0.085
H -22.416 -21.510 -0.280 0.444
H -21.471 -21.457 1.263 0.431
H -21.987 -19.969 0.624 0.308
H -19.375 -22.552 -0.377 0.466
H -20.935 -23.055 -1.152 0.364
H -19.541 -22.381 -2.036 -0.238
H -18.566 -17.590 0.282 0.432
H -17.123 -17.534 -0.587 0.374
H -17.241 -18.550 0.925 0.387
H -19.232 -19.984 1.782 0.273
C -18.512 -27.425 -0.605 -1.641
C -18.651 -26.571 -1.903 1.250
C -17.865 -27.273 -2.972 -1.271
C -18.665 -28.363 -3.626 -0.517
C -19.873 -27.757 -4.165 -1.035
C -20.837 -27.307 -3.106 1.917
N -20.041 -26.301 -2.298 1.251
O -20.820 -25.680 -1.326 -0.629
C -21.959 -26.569 -3.844 -1.979
C -21.398 -28.529 -2.370 -1.742
C -17.936 -25.164 -1.722 -1.759
H -17.466 -27.629 -0.377 0.393
H -19.096 -28.343 -0.535 0.263
H -18.969 -26.810 0.170 0.421
H -17.557 -26.535 -3.713 0.278
H -16.930 -27.651 -2.557 0.566
H -18.912 -29.145 -2.908 0.371
H -18.092 -28.875 -4.398 0.405
H -20.324 -28.395 -4.926 0.484
H -19.717 -26.980 -4.913 -0.167
H -22.768 -26.293 -3.168 0.432
H -21.600 -25.684 -4.369 0.065
H -22.407 -27.188 -4.622 0.467
H -21.262 -29.424 -2.978 0.346
H -20.851 -28.901 -1.503 0.267
H -22.422 -28.524 -1.998 0.374
H -18.349 -24.810 -0.777 0.403
H -18.209 -24.356 -2.401 0.096
H -16.876 -25.192 -1.472 0.439
H -21.005 -24.906 -1.864 0.416
C -24.944 -18.672 -3.772 -1.494
C -25.306 -17.488 -2.854 1.626
C -26.890 -17.533 -2.784 -1.221
C -27.500 -18.399 -1.683 -0.758
C -26.814 -18.268 -0.329 -1.039
C -25.270 -18.382 -0.397 1.909
N -24.692 -17.585 -1.519 0.404
O -23.337 -17.364 -1.455 -0.159
C -24.759 -17.762 0.873 -2.311
C -24.764 -19.847 -0.627 -1.309
C -24.882 -16.191 -3.468 -1.847
H -24.862 -18.353 -4.811 0.445
H -25.699 -19.449 -3.650 0.401
H -24.013 -19.147 -3.463 0.108
H -27.281 -16.536 -2.580 0.461
H -27.292 -17.934 -3.714 0.409
H -27.565 -19.480 -1.801 0.363
H -28.505 -18.044 -1.455 0.412
H -27.304 -19.034 0.273 0.376
H -27.084 -17.297 0.085 0.434
H -23.698 -17.599 1.067 0.342
H -25.162 -16.758 1.002 0.545
H -25.168 -18.360 1.688 0.470
H -25.444 -20.335 -1.325 0.394
H -23.728 -19.803 -0.964 -0.096
H -24.660 -20.494 0.244 0.532
H -25.628 -15.778 -4.146 0.430
H -23.869 -16.223 -3.869 0.387
H -24.936 -15.387 -2.733 0.487
H -23.219 -16.478 -1.106 0.358
```

Properties
- multiplicity = 2
- energy relative to the best compared isomer or geometry (same formula, charge and spin) (eV) = 0.476
- E_tot (hartree) = -2420.924331
- LUMO (spin up / spin down) (eV) = -2.73 / -6.52
- total charge = +1
- E_HOMO (spin up / spin down) (eV) = -9.6 / -9.6



Entry from the Open Molecules 2025 dataset: a 2-piece molecular cluster, C2H5O3S overall (ωB97M-V with the def2-TZVPD basis set).

Structure (XYZ):
```
11
Properties=species:S:1:pos:R:3:mulliken_charge:R:1
C -0.438 0.387 -1.457 -0.911
C 0.009 0.696 -0.008 -0.297
O 0.725 -0.827 2.353 -0.636
O 1.423 0.627 0.174 -0.560
O -0.766 -2.505 1.201 -0.572
S -0.516 -1.079 1.591 0.420
H -0.738 1.322 -1.800 0.268
H 0.505 0.063 -2.022 0.229
H -1.211 -0.261 -1.406 0.284
H -0.404 1.565 0.397 0.320
H 1.410 0.013 0.977 0.455
```

Properties
- energy relative to the best compared isomer or geometry (same formula, charge and spin) (eV) = 1.749
- E_tot (hartree) = -703.084846
- LUMO (eV) = 4.17
- total charge = -1
- E_HOMO (eV) = -2.4



Entry from the Open Molecules 2025 dataset: C24H25LaN4O as an isolated structure (ωB97M-V with the def2-TZVPD basis set).

Structure (XYZ):
```
55
Properties=species:S:1:pos:R:3:mulliken_charge:R:1
C 1.875 0.035 1.579 -0.258
C 2.368 -0.524 0.336 -1.142
C 2.271 0.500 -0.687 -0.429
H 2.698 -1.526 0.179 0.534
C 1.713 1.702 -0.078 -0.669
C 1.485 1.410 1.324 -0.781
H 1.404 2.588 -0.588 0.703
C -1.170 -1.474 1.515 -0.665
C -0.101 -2.219 0.886 -0.843
C -0.406 -2.318 -0.532 -1.091
H 0.770 -2.605 1.360 0.746
C -1.676 -1.640 -0.774 0.261
C -2.140 -1.123 0.512 -0.966
H 2.496 0.370 -1.727 0.629
H 0.992 2.069 2.012 0.555
H 1.766 -0.485 2.504 0.583
H -2.990 -0.491 0.653 0.450
H 0.217 -2.771 -1.278 0.558
H -1.211 -1.178 2.545 0.685
La -0.076 0.097 0.020 0.761
C -2.399 -1.494 -2.059 2.822
C -3.769 -2.116 -1.887 -1.968
C -1.648 -2.185 -3.189 -2.178
H -3.687 -3.106 -1.423 0.425
H -4.261 -2.238 -2.861 0.499
H -4.422 -1.502 -1.254 0.342
H -1.708 -3.274 -3.075 0.499
H -0.591 -1.901 -3.230 0.294
H -2.109 -1.925 -4.152 0.379
C -2.582 0.007 -2.400 -1.292
C -1.329 0.723 -2.767 0.459
H -3.033 0.539 -1.541 0.337
H -3.307 0.091 -3.233 0.324
O -0.270 0.580 -2.053 0.103
N -1.249 1.481 -3.804 -0.009
C -0.216 2.536 -4.056 -1.284
H -1.766 1.166 -4.599 0.368
C 1.146 2.015 -4.370 0.948
C 2.304 2.645 -3.883 -0.346
H 2.231 3.534 -3.255 0.354
C 3.560 2.149 -4.204 -0.605
H 4.444 2.655 -3.825 0.377
C 3.688 1.021 -5.015 -0.469
H 4.672 0.637 -5.266 0.393
C 2.546 0.394 -5.502 -0.717
H 2.628 -0.484 -6.135 0.402
C 1.284 0.897 -5.182 -0.171
H 0.395 0.403 -5.571 0.315
H -0.200 3.214 -3.208 0.387
H -0.610 3.111 -4.907 0.381
N -0.676 0.891 2.541 -0.990
C -0.381 0.885 3.710 0.836
N -0.083 0.902 4.942 -0.779
C -0.046 -0.152 5.773 0.499
N -0.011 -1.065 6.508 -0.558
```

Properties
- E_tot (hartree) = -1255.284127
- LUMO (eV) = -0.42
- E_HOMO (eV) = -7.6



Entry from the Open Molecules 2025 dataset: an isolated molecule of C5H10O (ωB97M-V with the def2-TZVPD basis set).

Structure (XYZ):
```
16
Properties=species:S:1:pos:R:3:mulliken_charge:R:1
C -2.382 0.357 -0.022 -1.253
C -1.120 -0.503 0.000 -0.334
C 0.161 0.325 0.093 -0.500
C 1.423 -0.531 0.122 -0.612
C 2.681 0.251 -0.163 -0.004
O 2.699 1.404 -0.522 -0.471
H -3.282 -0.260 -0.123 0.362
H -2.479 0.942 0.900 0.313
H -2.363 1.062 -0.862 0.314
H -1.170 -1.206 0.843 0.301
H -1.081 -1.117 -0.910 0.312
H 0.223 1.012 -0.759 0.329
H 0.136 0.959 0.990 0.283
H 1.368 -1.333 -0.633 0.300
H 1.554 -1.052 1.082 0.317
H 3.633 -0.310 -0.036 0.343
```

Properties
- energy relative to the best compared isomer or geometry (same formula, charge and spin) (eV) = 0.346
- E_tot (hartree) = -271.739896
- LUMO (eV) = 1.06
- E_HOMO (eV) = -9.8
- structure (SMILES) = CCCCC=O



Entry from the Open Molecules 2025 dataset: a 2-piece molecular cluster, C5H12O2 overall (ωB97M-V with the def2-TZVPD basis set).

Structure (XYZ):
```
19
Properties=species:S:1:pos:R:3:mulliken_charge:R:1
C -1.471 1.524 0.233 -1.455
C -0.886 0.052 0.204 -0.006
O -0.118 -0.802 1.276 -0.484
C 1.109 -1.266 0.700 -0.370
C 0.723 -1.417 -0.756 -0.750
C -0.009 -0.116 -1.025 0.261
O 0.883 0.983 -1.129 -0.533
H -2.064 1.776 1.116 0.394
H -0.757 2.332 0.044 0.379
H -2.183 1.563 -0.618 0.384
H -1.764 -0.577 0.171 0.291
H 1.929 -0.539 0.833 0.273
H 1.449 -2.218 1.140 0.352
H 1.551 -1.599 -1.443 0.389
H -0.002 -2.235 -0.828 0.283
H -0.657 -0.174 -1.908 0.317
H 1.567 0.738 -1.765 0.333
H 0.367 1.357 1.803 0.125
H 0.332 0.618 1.953 -0.180
```

Properties
- energy relative to the best compared isomer or geometry (same formula, charge and spin) (eV) = 3.273
- E_tot (hartree) = -348.084545
- LUMO (eV) = 0.78
- E_HOMO (eV) = -9.5
- structure (SMILES) = C[C@@H]1OCC[C@@H]1O.[H][H]